[1]
{"formula": "C26H38AgN8OPSSi", "method": "the ωB97M-V functional and the def2-TZVPD basis", "homo_lumo_gap_ev": 7.0359, "de_lowest_kj_mol": 30.0, "multiplicity": 1, "charge": 0, "elements": ["Ag", "C", "N", "C", "C", "N", "C", "P", "C", "N", "C", "C", "N", "C", "C", "N", "C", "C", "N", "C", "H", "H", "H", "H", "H", "H", "H", "H", "H", "H", "H", "H", "H", "H", "H", "C", "Si", "C", "C", "C", "C", "C", "C", "N", "C", "S", "H", "H", "H", "H", "H", "H", "H", "H", "H", "H", "H", "H", "O", "C", "C", "C", "C", "C", "C", "N", "H", "H", "H", "H", "H", "H", "H", "H", "H", "H", "H"], "positions_angstrom": [[0.9327, 0.1936, -0.1547], [-3.5854, 2.6783, 2.3937], [-2.1896, 2.4518, 2.0614], [-1.1448, 3.2433, 2.4482], [-0.0226, 2.6739, 1.9188], [-0.3624, 1.5528, 1.2220], [-1.6754, 1.4356, 1.3138], [-2.7634, 0.1746, 0.5885], [-2.4243, 0.4803, -1.1790], [-1.3075, 0.9610, -1.6790], [-1.4882, 1.0338, -3.0264], [-2.7476, 0.6135, -3.3488], [-3.3507, 0.2741, -2.1689], [-4.7206, -0.1832, -2.0493], [-1.7683, -1.2941, 1.0154], [-0.9224, -1.3517, 2.0238], [-0.4983, -2.6525, 2.0700], [-1.1015, -3.3794, 1.0872], [-1.9359, -2.5124, 0.4362], [-2.7479, -2.8184, -0.7217], [-3.6412, 3.5291, 3.0677], [-4.1662, 2.8971, 1.4990], [-4.0070, 1.8050, 2.8868], [-1.2910, 4.1206, 3.0537], [1.0035, 2.9832, 2.0165], [-0.7048, 1.3726, -3.6856], [-3.2615, 0.5242, -4.2907], [-5.3708, 0.4601, -2.6400], [-4.8222, -1.2095, -2.4027], [-5.0303, -0.1305, -1.0081], [0.2209, -2.9877, 2.7983], [-1.0073, -4.4072, 0.7830], [-2.8243, -3.8986, -0.8203], [-3.7515, -2.4155, -0.5812], [-2.2878, -2.4062, -1.6209], [0.8308, -2.6424, -6.8706], [0.5996, -2.7362, -5.0038], [1.5091, -4.2593, -4.4111], [-1.2450, -2.8735, -4.6848], [1.2932, -1.1530, -4.2669], [1.8132, -0.1639, -5.0867], [2.3022, 1.0317, -4.5620], [2.2452, 1.1901, -3.1931], [1.7521, 0.2658, -2.3712], [1.2789, -0.8978, -2.8685], [0.6307, -2.0081, -1.7094], [0.4385, -3.5520, -7.3325], [1.8862, -2.5661, -7.1428], [0.3035, -1.7951, -7.3149], [1.1032, -5.1517, -4.8953], [1.4247, -4.3711, -3.3310], [2.5694, -4.1918, -4.6656], [-1.6322, -3.8289, -5.0478], [-1.7798, -2.0717, -5.2002], [-1.4444, -2.7939, -3.6157], [1.8384, -0.3141, -6.1605], [2.7090, 1.8088, -5.1941], [2.6017, 2.0994, -2.7205], [3.1371, 0.1004, 1.2816], [3.5064, 0.5864, 2.3282], [4.9257, 0.4727, 2.8167], [4.9668, -0.8739, 3.5751], [3.8431, -1.1246, 4.6003], [2.4319, -1.3186, 4.0104], [1.6746, -0.0115, 3.7227], [2.6140, 1.0440, 3.2905], [5.1798, 1.2981, 3.4866], [5.6221, 0.4605, 1.9810], [5.9314, -0.9549, 4.0796], [4.9292, -1.6734, 2.8307], [3.8343, -0.3282, 5.3549], [4.1120, -2.0344, 5.1406], [1.8294, -1.9248, 4.6901], [2.5208, -1.8892, 3.0818], [1.1772, 0.3594, 4.6200], [0.9117, -0.1665, 2.9624], [3.1143, 1.4075, 4.0892]], "forces_ev_per_a": [[-0.11, -0.16, 0.03], [0.00, 0.00, 0.00], [0.01, 0.00, 0.01], [0.00, 0.01, -0.02], [0.05, -0.04, 0.02], [-0.01, -0.03, -0.05], [-0.02, 0.04, 0.04], [0.02, 0.03, 0.02], [-0.01, 0.07, 0.04], [0.04, -0.08, -0.01], [0.02, 0.03, 0.01], [-0.02, -0.02, 0.01], [0.00, -0.02, -0.02], [0.01, -0.02, 0.02], [0.01, -0.03, -0.06], [-0.08, -0.02, -0.01], [0.00, 0.00, -0.01], [-0.03, -0.01, 0.02], [0.06, 0.03, -0.02], [0.03, 0.02, -0.02], [0.00, 0.00, 0.00], [0.00, 0.00, 0.00], [0.00, 0.00, 0.00], [0.00, 0.00, 0.00], [-0.01, 0.00, 0.00], [0.01, 0.00, 0.00], [0.00, 0.01, 0.00], [0.00, 0.00, 0.00], [0.00, -0.01, 0.00], [0.01, -0.01, 0.00], [0.01, 0.00, 0.00], [0.00, 0.00, -0.01], [0.02, 0.00, -0.01], [-0.02, 0.01, -0.02], [0.00, 0.00, 0.01], [0.02, 0.00, 0.00], [-0.01, -0.01, 0.01], [0.00, 0.00, -0.01], [-0.01, 0.02, 0.01], [0.00, -0.01, -0.01], [0.00, 0.02, 0.00], [-0.01, 0.00, -0.01], [-0.02, -0.03, -0.02], [0.08, 0.09, -0.04], [-0.06, 0.02, 0.01], [0.02, 0.05, 0.15], [0.00, 0.00, 0.00], [0.00, 0.00, -0.01], [0.00, 0.00, 0.01], [0.00, 0.00, 0.01], [-0.01, 0.01, 0.01], [0.00, 0.00, 0.00], [0.00, -0.01, -0.01], [-0.01, 0.01, 0.01], [0.02, -0.01, -0.04], [0.00, 0.00, 0.00], [0.00, 0.00, 0.00], [0.00, 0.00, 0.00], [-0.01, 0.08, -0.13], [-0.03, -0.06, 0.12], [0.00, 0.01, -0.01], [0.00, -0.01, -0.01], [0.00, 0.00, 0.01], [0.01, 0.01, -0.01], [-0.01, 0.03, -0.03], [0.05, 0.00, -0.02], [0.00, 0.00, 0.00], [0.00, 0.00, 0.00], [0.00, 0.00, 0.00], [0.00, 0.00, 0.00], [0.00, 0.00, 0.00], [0.00, 0.00, 0.00], [0.00, 0.00, 0.01], [0.00, -0.01, -0.01], [0.00, 0.00, 0.00], [-0.01, 0.05, 0.03], [-0.01, 0.01, 0.00]], "mulliken_charge": [0.44, -0.85, 0.19, -0.45, -1.06, 0.68, -0.07, -0.52, -0.01, 0.13, -0.78, -0.51, 0.35, -1.01, 0.00, -0.26, -0.72, -0.40, 0.38, -0.72, 0.32, 0.31, 0.34, 0.42, 0.45, 0.46, 0.54, 0.41, 0.30, 0.35, 0.41, 0.44, 0.35, 0.36, 0.09, -1.16, 0.03, -0.99, -0.12, 0.52, -0.12, -0.73, -0.64, -0.10, 0.26, -0.41, 0.29, 0.31, 0.30, 0.33, 0.28, 0.32, 0.40, 0.24, -0.49, 0.32, 0.39, 0.32, -0.52, 0.37, -0.86, -0.47, -1.12, -0.43, 0.22, -0.10, 0.32, 0.35, 0.40, 0.29, 0.32, 0.39, 0.57, 0.27, 0.53, -0.81, 0.39]}

[2]
{"formula": "C3H10N3O2", "method": "the ωB97M-V functional and the def2-TZVPD basis", "homo_lumo_gap_ev": 8.6808, "de_lowest_kj_mol": 52.7, "multiplicity": 1, "charge": -1, "elements": ["N", "C", "O", "O", "H", "H", "C", "C", "N", "N", "H", "H", "H", "H", "H", "H", "H", "H"], "positions_angstrom": [[-0.0403, -1.5190, 2.7954], [-0.2069, -0.7578, 1.5923], [0.8547, -0.0551, 1.3905], [-1.2584, -0.8814, 0.8827], [0.6912, -1.1306, 3.3858], [-0.9067, -1.7544, 3.2583], [0.8172, 0.5573, -1.9667], [-0.4894, 0.9521, -1.2909], [-0.9375, 2.2677, -1.7794], [1.4119, -0.7249, -1.3996], [0.6475, 0.4068, -3.0465], [1.5236, 1.3928, -1.8620], [-1.2293, 0.1451, -1.4607], [-0.3157, 0.9477, -0.2026], [-1.2506, 2.9209, -1.0426], [-1.7673, 2.1063, -2.3809], [1.2408, -0.7454, -0.3929], [0.8321, -1.4727, -1.7636]], "forces_ev_per_a": [[-0.65, -0.20, -0.07], [0.77, 0.50, -0.36], [-1.56, -0.49, -0.40], [1.69, -0.05, 1.63], [-0.48, -0.11, -0.27], [0.10, 0.00, 0.05], [0.43, -0.99, 0.48], [0.17, -0.29, 0.53], [-1.37, 0.35, -0.52], [-0.57, 0.98, -1.00], [0.16, 0.06, 0.22], [-0.01, -0.30, 0.04], [0.18, 0.50, 0.10], [-0.11, 0.17, -0.58], [0.31, -0.87, -0.42], [0.80, 0.43, 0.53], [0.15, 0.43, 0.06], [0.01, -0.12, -0.03]], "nbo_charge": [-0.91, 0.86, -0.84, -0.80, 0.37, 0.35, -0.21, -0.27, -0.87, -0.87, 0.15, 0.17, 0.18, 0.25, 0.35, 0.34, 0.40, 0.33]}

[3]
{"formula": "C18H65B2N15NiO9", "method": "the ωB97M-V functional and the def2-TZVPD basis", "homo_lumo_gap_ev": [5.6001, 3.5142], "multiplicity": 3, "charge": 0, "s2": 2.11, "elements": ["Ni", "B", "H", "H", "H", "H", "B", "H", "H", "H", "H", "C", "C", "C", "O", "C", "N", "H", "H", "H", "H", "H", "H", "H", "H", "H", "H", "H", "C", "C", "C", "O", "C", "N", "H", "H", "H", "H", "H", "H", "H", "H", "H", "H", "H", "C", "C", "C", "O", "C", "N", "H", "H", "H", "H", "H", "H", "H", "H", "H", "H", "H", "C", "O", "N", "N", "H", "H", "H", "H", "C", "O", "N", "N", "H", "H", "H", "H", "C", "O", "N", "N", "H", "H", "H", "H", "C", "O", "N", "N", "H", "H", "H", "H", "C", "O", "N", "N", "H", "H", "H", "H", "C", "O", "N", "N", "H", "H", "H", "H"], "positions_angstrom": [[1.2072, 2.3051, 3.1426], [0.2987, -0.3775, 0.9131], [-0.5922, 0.1697, 0.6464], [1.1377, 0.2058, 0.5667], [0.4552, -0.6459, 1.9464], [0.2454, -1.2779, 0.3209], [4.7982, 2.7015, 3.2508], [4.3685, 3.1728, 4.1211], [4.3891, 3.2394, 2.4097], [5.8760, 2.7285, 3.2066], [4.4244, 1.6896, 3.2770], [-0.2087, 8.0732, 1.0242], [0.6228, 7.0810, 1.8982], [0.2827, 7.3072, 3.4008], [0.7214, 6.1880, 4.1544], [0.3722, 6.3391, 5.5553], [0.3358, 5.7151, 1.4598], [-1.2914, 7.9940, 1.1220], [-0.0098, 7.9502, -0.0405], [0.0556, 9.1039, 1.2606], [1.6874, 7.3023, 1.8224], [-0.7612, 7.5013, 3.6471], [0.7844, 8.2214, 3.7183], [-0.5679, 5.8781, 5.8584], [0.3245, 7.3785, 5.8800], [1.0726, 5.7320, 6.1289], [1.0023, 5.4558, 0.7466], [-0.4973, 5.8499, 0.9049], [-2.4952, 1.6451, -5.8392], [-3.1322, 3.0266, -6.0059], [-4.7145, 3.0810, -6.0556], [-5.2823, 2.7074, -7.2999], [-6.1013, 1.5326, -7.2115], [-2.6155, 4.0080, -5.0657], [-3.0386, 1.0157, -6.5440], [-2.5918, 1.2173, -4.8413], [-1.4389, 1.6575, -6.1078], [-2.8887, 3.3578, -7.0154], [-4.9889, 4.1316, -5.9603], [-5.0315, 2.5052, -5.1861], [-7.1394, 1.6042, -6.8871], [-5.6985, 0.8300, -6.4820], [-6.1728, 1.0738, -8.1977], [-2.8235, 4.9327, -5.4147], [-1.6191, 3.8614, -4.9891], [2.8897, -6.7227, -3.9823], [2.7069, -7.4013, -2.6222], [3.6718, -8.6976, -2.5652], [3.0222, -9.6207, -3.5284], [3.8552, -10.7642, -3.8201], [3.0270, -6.4364, -1.6012], [2.3279, -5.7975, -4.1107], [2.5866, -7.4340, -4.7506], [3.9687, -6.7784, -4.1262], [1.7233, -7.8624, -2.5330], [3.8719, -9.0218, -1.5440], [4.6841, -8.4862, -2.9098], [3.8981, -11.3450, -2.8987], [4.8772, -10.4396, -4.0157], [3.4529, -11.3290, -4.6611], [2.7665, -6.8632, -0.7237], [2.5038, -5.5764, -1.6844], [0.9942, -1.5810, 7.5378], [1.3384, -0.5504, 7.0227], [0.9991, -2.7261, 7.0192], [0.5494, -1.7591, 8.7895], [1.1880, -2.8254, 6.0321], [0.6556, -3.4029, 7.6857], [0.4301, -2.7000, 9.1369], [0.5818, -1.0235, 9.4809], [-4.5364, -4.6180, 0.0566], [-5.6602, -5.1897, -0.0891], [-3.7029, -4.8967, 0.9928], [-4.0475, -3.6979, -0.7554], [-2.8037, -4.4423, 1.0639], [-3.7888, -5.7420, 1.5388], [-4.5409, -3.4822, -1.6098], [-3.2000, -3.1625, -0.6325], [-4.2372, 1.2082, 5.1684], [-3.1880, 1.7808, 4.8548], [-4.5170, 0.0615, 4.6181], [-5.2288, 1.5960, 5.9659], [-3.8991, -0.3961, 3.9632], [-5.2359, -0.5295, 5.0104], [-5.3279, 2.5294, 6.3388], [-5.9108, 0.8705, 6.1352], [-7.4345, 3.1503, 0.3349], [-8.0262, 3.7602, -0.5225], [-7.9932, 2.6647, 1.3743], [-6.2260, 2.7548, 0.2315], [-8.9513, 2.9399, 1.5368], [-7.4090, 2.0748, 1.9495], [-5.6207, 3.1318, -0.4838], [-5.6703, 2.3022, 0.9431], [4.6865, 2.1786, -4.0436], [3.9165, 3.0632, -3.7858], [5.5163, 2.2833, -5.0881], [4.8333, 1.1223, -3.2922], [6.1154, 1.4749, -5.1751], [5.6221, 3.1348, -5.6209], [4.2530, 1.0521, -2.4685], [5.3851, 0.4276, -3.7747], [8.2153, -3.3450, 0.8968], [9.4067, -3.1436, 0.6853], [7.6906, -4.5498, 0.9084], [7.3130, -2.4187, 1.1626], [8.2188, -5.3489, 0.5883], [6.6809, -4.5600, 0.8842], [6.3467, -2.5874, 0.9220], [7.6251, -1.4766, 1.3497]], "forces_ev_per_a": [[0.80, -0.40, -0.73], [0.04, 0.76, 0.38], [-3.50, 2.30, -1.46], [3.36, 3.08, -0.85], [1.13, -1.39, 4.31], [-0.83, -3.98, -1.74], [-0.84, -0.18, 0.61], [-1.87, 1.98, 3.39], [-1.44, 3.02, -3.64], [4.08, -0.24, -0.82], [-1.14, -4.61, 0.55], [0.85, 0.34, 0.25], [-1.14, 0.88, 0.51], [0.16, -0.49, -0.30], [-0.38, 0.47, 1.25], [0.34, -0.81, -0.39], [-0.10, -0.10, -0.26], [-0.01, -0.33, 0.42], [0.28, -0.16, 0.00], [-0.03, 0.11, 0.07], [0.01, -0.13, -0.25], [-0.49, -0.23, -0.57], [0.40, 0.13, 0.12], [-0.60, 0.06, -0.73], [0.42, 0.03, -0.05], [0.50, 0.50, -0.03], [0.43, -0.09, 0.01], [-0.52, -0.67, 0.05], [-0.80, 0.34, -0.18], [-0.67, 0.26, -1.28], [1.43, 0.53, 0.47], [-0.56, -1.31, 0.56], [0.33, -0.44, -0.15], [-0.48, -0.54, 0.47], [0.25, -0.35, -0.01], [-0.13, 0.16, 0.11], [-0.01, 0.03, -0.04], [0.26, -0.17, -0.44], [0.03, 0.06, 0.56], [-0.70, -0.04, -0.12], [-0.19, 1.16, 0.13], [0.45, -0.23, -0.22], [0.39, 0.01, -0.01], [0.29, 0.16, 0.12], [0.11, 0.38, 0.07], [0.10, -2.03, -0.10], [1.03, -1.16, -0.94], [-1.40, 1.13, -1.66], [1.29, 0.29, 1.17], [-0.26, 0.98, 1.08], [0.32, -0.56, 0.87], [0.55, 0.13, 0.09], [-0.53, 0.09, -0.06], [0.12, 1.39, -0.14], [-0.36, 0.21, 0.06], [-0.86, -0.75, 0.21], [0.06, 0.37, -0.48], [-0.01, -0.57, -0.16], [0.11, 0.03, -0.35], [-0.11, 0.17, 0.19], [0.09, 0.30, 0.45], [-0.13, -0.03, -0.21], [0.27, 3.57, 1.84], [0.23, 1.72, -0.57], [0.25, -5.62, -3.59], [-1.02, 1.35, 3.62], [-0.12, -0.53, 0.37], [0.28, -0.96, -1.80], [0.01, 0.66, 0.36], [0.07, -0.13, -0.32], [-4.70, -1.70, -2.02], [2.51, 1.33, 0.16], [3.15, -1.70, 4.43], [0.04, 2.49, -2.93], [-0.24, -0.15, -0.16], [-0.39, 0.31, -0.13], [-0.17, -0.09, 0.39], [-0.15, -0.44, 0.28], [2.80, 1.98, -0.94], [-0.80, 0.69, 0.72], [-1.05, -4.42, -1.70], [-1.13, 0.88, 1.48], [0.15, 0.40, 0.39], [0.13, 0.03, -0.34], [0.20, -0.44, -0.01], [-0.24, 0.90, 0.32], [-1.99, 1.19, -2.69], [-0.74, 1.57, -1.19], [-2.70, -1.45, 4.49], [7.28, -1.15, -1.45], [0.29, -0.49, 0.40], [-1.04, 0.16, 0.46], [-0.53, 0.04, -0.15], [-0.54, 0.13, 0.13], [-0.64, 3.02, -0.48], [-1.72, 1.67, 0.64], [1.29, -1.31, -1.14], [0.82, -2.38, 0.58], [0.48, 0.81, -0.83], [-0.12, -0.45, 0.26], [0.26, -0.55, -0.37], [-0.39, -0.80, 1.36], [3.12, 0.31, -0.72], [-0.12, 0.28, 0.35], [-1.54, -2.88, -0.19], [-1.64, 2.56, 0.53], [-0.18, 0.36, -0.05], [0.29, -0.79, 0.07], [0.24, 0.38, 0.32], [-0.18, -0.20, -0.32]], "mulliken_charge": [0.92, 0.23, -0.13, -0.21, -0.23, -0.13, 0.23, -0.20, -0.19, -0.10, -0.24, -1.58, 0.39, -0.86, -0.31, -0.78, -0.53, 0.43, 0.43, 0.39, 0.26, 0.40, 0.36, 0.31, 0.32, 0.27, 0.29, 0.26, -1.39, 0.63, -0.72, -0.37, -0.73, -0.70, 0.33, 0.35, 0.39, 0.16, 0.33, 0.34, 0.30, 0.33, 0.26, 0.24, 0.25, -1.28, 0.35, -0.76, -0.29, -0.67, -0.63, 0.39, 0.31, 0.33, 0.25, 0.38, 0.33, 0.28, 0.30, 0.23, 0.25, 0.23, 0.61, -0.64, -0.30, -0.39, 0.22, 0.15, 0.14, 0.21, 0.64, -0.69, -0.35, -0.36, 0.17, 0.22, 0.21, 0.15, 0.70, -0.66, -0.40, -0.37, 0.20, 0.15, 0.21, 0.16, 0.66, -0.67, -0.36, -0.37, 0.22, 0.15, 0.22, 0.14, 0.65, -0.65, -0.38, -0.37, 0.14, 0.22, 0.23, 0.17, 0.61, -0.64, -0.37, -0.38, 0.23, 0.17, 0.18, 0.20]}

Number 1: electronic energy -73550.10598 eV. Number 2: electronic energy -11840.31296 eV. Number 3: electronic energy -102880.30418 eV.